51
Properties=species:S:1:pos:R:3 method="wB97M-V/def2-TZVPD" energy_ha=-3546.2454 gap_ev="7.30 / 7.29" spin_multiplicity=3 s_squared=2.020 relative_energy_kj_mol=48.17 charge=-2
V 0.37 0.12 0.28
Cl -2.05 2.72 -2.77
S 3.02 -1.92 0.39
O 0.41 0.67 -1.53
O -4.19 -2.16 -2.18
O 0.37 0.67 -3.76
O 3.56 -2.67 1.53
O -0.01 -2.25 -1.97
N -2.04 3.60 1.03
N -2.96 2.63 1.13
N 2.56 3.65 1.27
N 1.74 -1.22 0.54
N -0.16 -0.27 2.35
N 2.99 1.52 1.28
N 1.70 1.67 0.87
N -2.42 1.47 0.93
N -1.32 -1.33 0.17
N 0.30 3.59 0.55
N 3.48 2.69 1.51
N -2.00 -1.75 -0.92
N -1.10 1.64 0.67
C -1.31 -2.50 -4.42
C -1.80 -1.24 3.78
C -1.12 -0.77 4.88
C -1.69 0.96 -2.63
C -0.18 0.75 -2.68
C -1.96 -2.72 -5.63
C -1.28 -0.98 2.51
C -3.43 -2.35 -3.27
C -3.35 -2.77 -5.65
C -4.07 -2.59 -4.49
C -1.22 -2.08 -1.98
C 1.49 2.98 0.88
C 0.06 -0.05 4.70
C -0.92 2.96 0.74
C -2.02 -2.32 -3.24
C 0.50 0.17 3.41
C -1.91 -1.49 1.30
H -2.14 0.63 -1.70
H -5.16 -2.61 -4.49
H -1.50 -0.95 5.88
H -3.55 -1.94 -1.44
H 1.42 0.72 3.20
H -2.86 -2.00 1.36
H -2.71 -1.81 3.88
H -3.87 -2.94 -6.59
H 0.28 4.58 0.74
H -2.16 0.48 -3.49
H 0.63 0.33 5.54
H -1.38 -2.84 -6.54
H -0.23 -2.44 -4.35